(1)
Entry from the OMol25 dataset: 2 unconnected molecules or ions with the total composition C5H11O2 (ωB97M-V with the def2-TZVPD basis set).

```
18
Properties=species:S:1:pos:R:3
O 0.73 -1.40 1.72
O -0.41 0.52 1.97
C 1.32 0.53 -2.86
C -1.55 -1.42 1.10
C -0.04 1.81 -1.15
C 0.31 0.43 -1.72
C -0.32 -0.69 1.66
H -0.62 -0.03 -2.06
H 1.55 -0.43 -3.33
H -0.72 1.69 -0.31
H -0.53 2.38 -1.94
H 0.71 -0.23 -0.94
H -1.57 -2.44 1.47
H 0.86 2.34 -0.85
H 0.95 1.21 -3.63
H -1.43 -1.46 0.02
H 2.26 0.94 -2.49
H -2.50 -0.93 1.34
```

Charge: -1
Relative energy (zero: lowest compared OMol25 entry of this formula, charge and spin): 5.5 kJ/mol
LUMO: 3.82 eV
E_tot: -9459.972 eV

=====

(2)
Entry from the OMol25 dataset: 2 unconnected molecules or ions with the total composition C5H11O2 (ωB97M-V with the def2-TZVPD basis set).

```
18
Properties=species:S:1:pos:R:3
O -1.82 -2.70 -2.47
O -0.83 -2.58 -0.44
C 1.87 1.22 1.35
C 3.01 1.23 0.29
C -1.59 -2.19 -1.36
C -1.94 -0.12 0.21
C -2.36 -0.80 -1.13
H 2.64 0.68 -0.57
H -3.42 -0.96 -1.05
H -2.74 0.56 0.52
H 2.18 1.64 2.29
H -1.95 -0.09 -1.85
H 3.89 0.70 0.67
H -1.81 -0.90 0.97
H -0.97 0.37 0.13
H 3.27 2.26 0.07
H 1.66 0.14 1.47
H 0.93 1.53 0.91
```

Charge: -1
Relative energy (zero: lowest compared OMol25 entry of this formula, charge and spin): 61.4 kJ/mol
LUMO: 3.51 eV
E_tot: -9459.393 eV

=====

(3)
Entry from the OMol25 dataset: 2 unconnected molecules or ions with the total composition C5H11O2 (ωB97M-V with the def2-TZVPD basis set).

```
18
Properties=species:S:1:pos:R:3
O 2.51 1.34 1.35
O 1.84 -0.45 0.10
C 2.44 0.63 0.33
C -1.74 -1.12 0.23
C -1.49 -0.27 1.50
C -2.38 -0.45 -0.95
C 3.27 1.23 -0.88
H -1.78 0.41 -1.28
H -0.53 -0.50 1.97
H -0.80 -1.60 -0.07
H -2.35 -0.48 2.13
H 3.26 2.29 -1.06
H -2.39 -1.04 -1.89
H -3.43 -0.17 -0.81
H 4.18 0.73 -0.51
H -1.32 0.75 1.15
H 3.07 0.67 -1.79
H -2.38 -1.98 0.48
```

Charge: -1
Relative energy (zero: lowest compared OMol25 entry of this formula, charge and spin): 70.4 kJ/mol
LUMO: 3.84 eV
E_tot: -9459.300 eV

=====

(4)
Entry from the OMol25 dataset: 2 unconnected molecules or ions with the total composition C5H11O2 (ωB97M-V with the def2-TZVPD basis set).

```
18
Properties=species:S:1:pos:R:3
O -3.12 -2.50 0.80
O -2.06 -1.53 -0.95
C -2.11 -2.13 0.16
C -0.72 -2.40 0.82
C 1.94 2.03 0.02
C 0.55 1.37 0.24
C -0.02 0.91 -1.11
H 0.36 1.47 -1.95
H 1.70 3.08 -0.15
H 2.65 1.90 0.84
H 0.00 -1.87 0.19
H -0.50 -3.46 0.94
H -0.10 2.12 0.67
H 2.46 1.67 -0.88
H 0.16 -0.16 -1.23
H 0.62 0.52 0.91
H -1.11 0.89 -1.14
H -0.70 -1.93 1.80
```

Charge: -1
Relative energy (zero: lowest compared OMol25 entry of this formula, charge and spin): 38.6 kJ/mol
LUMO: 3.60 eV
E_tot: -9459.629 eV

=====

no.,highest occupied orbital energy (eV),frontier orbital gap (eV)
1,-3.787,7.61
2,-3.773,7.29
3,-3.827,7.67
4,-3.876,7.48